# 1
Density functional theory data (wB97M-V/def2-TZVPD) for a 2-piece molecular cluster, C9H18N4S overall in a non-equilibrium geometry.

Each line ends with the natural charge from an NBO analysis.
Positions of all 32 atoms, in Å:
C1 -2.434 0.749 0.997  0.293
C2 2.816 3.498 0.046  -0.222
C3 2.688 2.178 0.206  -0.318
C4 1.430 1.592 0.565  -0.095
C5 1.050 0.293 0.568  -0.150
C6 -0.229 -0.135 1.187  -0.098
C7 2.864 -2.730 -1.040  -0.422
C8 2.053 -0.860 0.477  -0.233
C9 -5.025 0.024 -1.048  0.156
N1 -1.196 0.815 1.602  -0.634
N2 -2.577 -0.125 0.122  -0.707
N3 -5.240 -1.229 -1.005  -0.607
N4 2.094 -1.439 -1.003  -0.495
S1 -1.270 -1.075 -0.212  0.330
H1 -3.233 1.566 1.336  0.228
H2 3.669 4.082 -0.059  0.223
H3 1.928 4.159 0.097  0.192
H4 3.611 1.665 0.225  0.216
H5 0.679 2.333 0.840  0.219
H6 -0.117 -0.906 1.912  0.211
H7 2.385 -3.410 -0.379  0.234
H8 2.988 -3.016 -2.054  0.247
H9 3.778 -2.731 -0.556  0.242
H10 3.042 -0.551 0.674  0.238
H11 1.875 -1.720 1.169  0.239
H12 -4.402 0.661 -1.753  0.273
H13 -5.277 0.718 -0.171  0.235
H14 -0.840 1.470 2.219  0.425
H15 -5.003 -1.728 -1.894  0.439
H16 -5.682 -1.852 -0.305  0.470
H17 2.421 -0.633 -1.518  0.445
H18 1.152 -1.664 -1.244  0.429

Atomic forces in eV per Å
0.0669 3.0678 2.3567
-2.8345 0.2125 0.5075
0.5645 1.4877 0.1686
-0.8419 -0.6706 -0.4919
1.3665 0.1028 1.8294
-1.1222 -1.4736 -2.2817
-0.9623 0.7801 -0.4180
-1.2493 -0.4457 -0.9505
1.1038 2.7690 2.7796
-0.3437 -0.8803 -1.2230
-2.5549 -0.4169 -1.8248
0.0174 -1.0312 -2.6948
0.8751 -0.1091 3.1346
1.0480 0.2717 1.1213
1.7371 -2.0797 -0.8662
1.8433 0.2544 -0.4094
0.3189 -0.6133 -0.0338
0.7413 -1.1538 -0.1444
-0.0244 -0.1828 -0.2078
0.5507 -0.4862 0.7834
-1.2998 -0.8383 -0.1811
-0.1177 -0.6639 -0.7226
2.2526 1.1843 0.5872
1.1636 0.4848 0.0254
-0.3174 0.6887 -0.6980
-1.1468 -1.8326 -0.0900
-0.1284 -1.5787 -1.0821
-0.1280 1.7504 1.4581
-0.1043 0.1884 1.1386
0.1495 1.2645 -0.1214
0.2914 -0.2290 -0.8291
-0.9154 0.1790 -0.6196

## Properties
E (eV): -26401.508
Spin multiplicity: 1
Net charge: +2
Maximum force (eV Å⁻¹): 4.08
Relative energy (zero: lowest compared OMol25 entry of this formula, charge and spin) (kJ/mol): 0.0

=====

# 2
Density functional theory data (wB97M-V/def2-TZVPD) for C9H18NO as an isolated structure in a non-equilibrium geometry.

Each line ends with the natural charge from an NBO analysis.
Positions of all 29 atoms, in Å:
C1 -1.925 0.692 0.790  -0.547
C2 -0.340 2.819 0.189  -0.567
C3 -0.791 -0.185 1.457  -0.200
C4 -0.147 2.753 -1.359  -0.062
C5 -1.169 1.609 -0.085  0.774
C6 0.952 -2.642 0.689  -0.653
C7 -0.422 -1.639 -1.000  -0.633
C8 2.022 -0.748 -0.785  -0.602
C9 0.767 -1.359 -0.074  0.129
N1 0.374 -0.103 0.631  -0.654
O1 -1.087 1.659 -1.364  -0.367
H1 -2.650 0.275 0.010  0.249
H2 -2.584 1.074 1.574  0.279
H3 0.562 2.856 0.865  0.284
H4 -0.845 3.630 0.722  0.288
H5 -0.856 0.174 2.449  0.220
H6 -1.211 -1.127 1.558  0.225
H7 -0.513 3.728 -1.729  0.233
H8 0.837 2.578 -1.621  0.228
H9 1.488 -2.587 1.685  0.227
H10 0.100 -3.320 0.849  0.230
H11 1.644 -3.160 0.155  0.235
H12 -1.001 -0.902 -1.328  0.199
H13 -1.162 -2.256 -0.568  0.217
H14 -0.146 -2.278 -1.868  0.236
H15 2.853 -0.433 -0.014  0.217
H16 2.378 -1.483 -1.423  0.221
H17 1.755 -0.001 -1.485  0.210
H18 1.120 0.379 1.079  0.385

Atomic forces in eV per Å
-1.4047 -0.8319 -2.3195
1.4447 -0.1170 0.9570
-2.1379 1.4977 -1.2584
-1.5179 3.7792 2.5484
1.1136 1.2065 2.3148
0.2228 0.6356 3.3896
2.5094 -3.6440 -0.7051
0.4849 -1.1508 2.3032
-0.8119 2.6964 -0.5782
-0.8699 -0.4230 0.8807
-0.6492 -1.0066 -0.5001
0.9128 -0.6607 1.2611
0.3239 0.8888 -0.3361
-0.5897 -1.1095 -0.8657
-0.8219 0.1897 -0.9284
1.3740 0.6040 1.2631
-0.3897 -2.2129 -0.1228
-0.1842 -1.0642 -0.8585
1.6417 -1.1234 -1.0475
-0.6900 0.5138 -0.8519
-0.0009 0.7290 -0.2508
1.9008 -1.9372 -1.8488
-1.5489 3.8340 -1.6698
-0.5955 -0.9380 1.2259
0.2037 0.6014 0.3365
-1.6694 -0.5362 -1.6105
1.4024 -1.6663 -1.0145
-0.4484 1.3311 -0.1482
0.7953 -0.0853 0.4347

## Properties
E (eV): -13151.972
Spin multiplicity: 1
Net charge: +1
Maximum force (eV Å⁻¹): 4.80
Relative energy (zero: lowest compared OMol25 entry of this formula, charge and spin) (kJ/mol): 249.1

=====

# 3
Density functional theory data (wB97M-V/def2-TZVPD) for an isolated ion of composition C9H18NO and charge +1 in a non-equilibrium geometry.

Each line ends with the natural charge from an NBO analysis.
Positions of all 29 atoms, in Å:
C1 -1.120 -1.454 0.271  0.696
C2 -2.166 -1.900 -0.377  -0.094
C3 1.029 -0.853 0.582  -0.103
C4 1.665 0.618 0.486  0.125
C5 -2.936 -3.151 -0.222  -0.633
C6 -2.921 -0.700 -1.117  -0.575
C7 1.539 1.295 1.902  -0.648
C8 3.130 0.507 0.061  -0.628
C9 -0.069 2.482 -0.352  -0.417
N1 0.929 1.351 -0.540  -0.679
O1 -0.326 -0.876 0.965  -0.328
H1 1.184 -1.409 -0.310  0.207
H2 1.660 -1.433 1.447  0.224
H3 -2.408 -3.853 0.468  0.249
H4 -3.983 -2.867 0.068  0.261
H5 -3.050 -3.641 -1.184  0.257
H6 -3.002 0.185 -0.505  0.241
H7 -2.456 -0.396 -2.025  0.244
H8 -3.840 -1.138 -1.393  0.241
H9 1.949 0.725 2.763  0.231
H10 0.541 1.607 2.222  0.221
H11 2.159 2.170 1.941  0.238
H12 3.639 1.490 -0.036  0.246
H13 3.134 0.249 -0.913  0.210
H14 3.811 -0.098 0.693  0.233
H15 -0.855 2.410 -1.275  0.198
H16 -0.617 2.280 0.564  0.197
H17 0.287 3.578 -0.428  0.211
H18 1.255 1.342 -1.428  0.375

Atomic forces in eV per Å
-2.9858 -1.3834 -1.7247
0.5595 2.8938 0.7952
5.5312 -0.0077 2.4915
-1.3336 0.3363 1.2596
-0.0540 -0.9600 0.4466
1.4494 -0.8209 0.5020
0.2873 -0.4274 0.2646
0.6674 1.3835 2.7713
-0.5968 -0.3718 -2.4020
-2.5563 1.4350 3.0796
-0.3558 0.6115 1.0662
-0.2189 -0.3499 -0.9899
-1.8417 1.3135 -1.9029
-0.8849 0.4945 -0.4056
1.0751 -0.3925 0.2285
0.1411 -0.0908 -0.1925
-0.2765 -0.0331 0.3694
0.6971 0.0139 -0.7186
-1.2664 -0.1326 -0.0493
-0.2520 -0.3620 -0.8507
-0.0229 -0.2272 -0.3917
0.1782 0.6872 -0.4016
-0.7323 -0.1597 0.7033
0.2463 -1.8064 -3.3206
-0.7245 0.0043 -0.4100
1.7509 0.0113 2.2294
-0.0812 0.4155 -0.0406
-0.0082 -1.8480 0.4987
1.6081 -0.2270 -2.9054

## Properties
E (eV): -13151.566
Spin multiplicity: 1
Net charge: +1
Maximum force (eV Å⁻¹): 6.07
Relative energy (zero: lowest compared OMol25 entry of this formula, charge and spin) (kJ/mol): 288.3

=====

# 4
Density functional theory data (wB97M-V/def2-TZVPD) for an isolated ion of composition C9H18NO2 and charge +1 in a non-equilibrium geometry.

Each line ends with the natural charge from an NBO analysis.
Positions of all 30 atoms, in Å:
C1 0.362 -1.438 -0.431  -0.403
C2 1.277 -0.222 -0.702  -0.583
C3 -1.062 -1.168 -0.930  -0.412
C4 2.290 0.231 0.129  0.411
C5 -1.895 -0.066 -0.168  0.105
C6 2.603 -0.309 1.446  -0.739
C7 3.203 1.354 -0.347  -0.673
C8 -1.943 -0.367 1.302  -0.629
C9 -3.297 0.146 -0.780  -0.622
N1 -0.998 1.151 -0.308  0.096
O1 -1.456 2.357 -0.793  -0.070
O2 -1.141 2.150 0.527  -0.093
H1 0.758 -2.222 -1.076  0.246
H2 0.463 -1.787 0.538  0.223
H3 1.375 0.222 -1.766  0.272
H4 0.439 0.591 -0.458  0.406
H5 -1.003 -0.877 -2.001  0.225
H6 -1.668 -2.120 -0.783  0.246
H7 1.907 -0.568 2.284  0.295
H8 3.528 0.208 1.811  0.254
H9 2.841 -1.441 1.128  0.289
H10 2.990 2.236 0.387  0.267
H11 2.873 1.570 -1.375  0.241
H12 4.202 1.030 -0.115  0.265
H13 -2.241 -1.350 1.551  0.242
H14 -2.586 0.303 1.727  0.234
H15 -0.946 -0.127 1.824  0.206
H16 -3.784 -0.668 -0.423  0.223
H17 -3.393 0.065 -1.882  0.240
H18 -3.701 1.117 -0.317  0.240

Atomic forces in eV per Å
0.6237 0.9162 -3.0262
-0.0812 0.6561 -1.1512
-1.3062 -0.3690 0.4998
-0.1548 0.8943 -0.2013
0.7979 -0.1814 -1.6852
1.5003 -2.7767 0.4168
-2.5912 0.3167 1.5545
3.0388 0.4974 0.1494
1.6733 2.8933 0.0306
1.1699 -3.3415 -1.7740
-1.0492 0.6184 -2.8126
-0.1439 2.1786 4.7433
-0.0376 -0.3029 0.0261
-0.1071 -0.4339 2.0911
-0.1634 -1.3796 1.3304
-0.1666 0.9886 0.3539
-0.2222 -0.4430 0.5090
0.7044 1.0793 -0.6146
0.0069 0.9375 -1.0134
-0.9415 -0.8150 0.1166
0.1923 2.1185 0.7335
0.3701 -1.2772 -1.3876
1.0718 0.3471 0.3696
0.6735 0.1255 -0.6295
-0.2450 -1.1095 -0.0138
-1.9764 1.6703 1.3900
-1.1692 -0.6323 -0.8271
-2.1705 -2.2580 1.2353
0.4785 0.6077 0.6222
0.2246 -1.5257 -1.0354

## Properties
E (eV): -15194.654
Spin multiplicity: 1
Net charge: +1
Maximum force (eV Å⁻¹): 5.22
Relative energy (zero: lowest compared OMol25 entry of this formula, charge and spin) (kJ/mol): 839.8